Computed, not measured: 2 unconnected molecules or ions with the total composition C3H6ClNO at a distorted geometry, with the ωB97M-V functional and the def2-TZVPD basis.

Positions of all 12 atoms, in Å:
1 N -1.14899 -1.24158 0.48567
2 O -1.18386 -1.05554 -0.87523
3 H -0.56231 -2.10601 0.62894
4 H -0.66594 -0.47106 0.98699
5 H -2.07995 -1.50655 0.94228
6 C -0.38491 1.43632 0.21555
7 C 0.76293 1.15532 -0.40528
8 C 1.89137 0.66811 -0.86583
9 Cl 2.42121 -0.91928 -0.53054
10 H -1.31729 1.03849 -0.31806
11 H -0.43497 1.76576 1.21083
12 H 2.70271 1.23601 -1.47532

**HOMO-LUMO gap**: 9.2 eV
**Charge**: 0
**ΔE to the lowest compared entry with this formula, charge and spin**: 541.0 kJ/mol
**E_LUMO**: 0.5 eV
**SMILES string**: [NH3+][O-].C=C=CCl
**Molar mass**: 107.5 g/mol



Computed, not measured: a molecular structure, C5H9N at a distorted geometry, with the ωB97M-V functional and the def2-TZVPD basis.

Positions of all 15 atoms, in Å:
1 C -2.63887 0.46491 0.40760
2 C -1.78633 -0.29019 -0.50910
3 C -0.37281 -0.33543 -0.26168
4 C 0.76299 -0.37677 0.03719
5 C 2.16214 -0.43506 0.36555
6 H -2.27802 1.42043 0.49538
7 H -2.63682 0.00757 1.35031
8 H -3.68748 0.52583 0.11327
9 H -2.12398 -1.22608 -0.47239
10 H -1.88211 0.06668 -1.43600
11 H 2.30913 -0.41063 1.48865
12 H 2.52875 -1.39267 0.01141
13 H 2.96564 1.14712 -1.39863
14 H 3.77945 0.14539 -0.08419
15 N 2.89833 0.68890 -0.10737

**HOMO-LUMO gap**: 10.1 eV
**Charge**: 0
**ΔE to the lowest compared entry with this formula, charge and spin**: 435.9 kJ/mol
**E_LUMO**: 0.9 eV
**Molar mass**: 83.1 g/mol



Computed, not measured: 8 unconnected molecules or ions with the total composition C5H26NO8S at a distorted geometry, with the ωB97M-V functional and the def2-TZVPD basis.

Positions of all 41 atoms, in Å:
1 C 0.35276 -1.08798 -0.39394
2 N 0.25117 -1.19968 -1.85161
3 C 1.44324 -0.98954 -2.60718
4 O 1.99990 0.32334 -2.52865
5 C 1.05469 -2.28044 0.26522
6 C 0.08733 -3.43550 0.59535
7 C -1.12163 -2.99792 1.37400
8 S -0.77839 -2.29463 3.04416
9 H -0.68066 -1.08457 -0.07952
10 H 0.83307 -0.16425 -0.07502
11 H -0.48133 -0.58576 -2.19194
12 H 2.20637 -1.69947 -2.29175
13 H 1.21719 -1.20175 -3.65086
14 H 1.56426 -1.95969 1.16979
15 H 1.77522 -2.65663 -0.46253
16 H 0.66136 -4.23680 1.06577
17 H -0.21715 -3.86614 -0.36768
18 H -1.78786 -3.83158 1.60372
19 H -1.77428 -2.28512 0.89650
20 H -0.91966 -1.01192 2.66992
21 H -2.61165 0.75426 1.51347
22 H -1.54196 1.42995 0.46769
23 O -1.70394 0.76683 1.20568
24 H 3.11817 3.03392 1.41130
25 H 1.68972 3.09704 0.69574
26 O 2.19677 3.25715 1.55093
27 H 0.06430 2.54840 -0.66597
28 H -1.85214 3.28949 -0.08673
29 O -1.37618 2.67585 -0.66321
30 H 1.11699 2.03445 2.90552
31 H -0.16265 1.20173 2.92105
32 O 0.60354 1.43386 3.47441
33 H 1.39330 0.90608 -3.00953
34 H -1.15591 1.39261 -3.43086
35 O -0.39648 1.96148 -3.64076
36 H -0.23886 2.42688 -2.80563
37 H 1.50590 1.67780 -0.82587
38 O 1.10106 2.52590 -0.60337
39 H -2.54996 0.14632 -1.23637
40 H -1.94315 1.50430 -1.57488
41 O -2.30852 0.66913 -2.01102

**HOMO-LUMO gap**: 9.0 eV
**Charge**: -1
**ΔE to the lowest compared entry with this formula, charge and spin**: 0.0 kJ/mol
**E_LUMO**: 2.8 eV
**Molar mass**: 260.3 g/mol



Computed, not measured: a molecular structure, C33H41BeN5 at a distorted geometry, with the ωB97M-V functional and the def2-TZVPD basis.

Positions of all 80 atoms, in Å:
1 Be 1.46183 -1.04581 -0.72153
2 N 2.86416 -0.77641 -1.36068
3 N 1.31852 0.16536 -3.32004
4 C -2.54619 0.74626 1.04293
5 C -1.72768 1.59574 0.25283
6 C -0.54955 1.88581 0.99179
7 C 0.63553 2.59297 0.49060
8 H 0.63020 2.63100 -0.60652
9 H 1.56208 2.04257 0.79665
10 H 0.69634 3.61837 0.88756
11 C -0.70068 1.31664 2.28479
12 C 0.19899 1.50024 3.43974
13 H -0.38160 1.54172 4.36974
14 H 0.76000 2.43778 3.32952
15 H 0.93216 0.68448 3.52187
16 C -1.87585 0.52095 2.27886
17 C -2.28194 -0.42473 3.34023
18 H -1.46505 -1.13463 3.56420
19 H -3.16208 -1.00244 3.02776
20 H -2.52744 0.10065 4.27411
21 C -2.02481 2.09906 -1.10190
22 H -2.01709 3.19998 -1.13691
23 H -3.00625 1.74876 -1.43387
24 H -1.26535 1.75122 -1.81416
25 C -3.83011 0.13640 0.63807
26 H -3.67186 -0.85335 0.17795
27 H -4.35167 0.76312 -0.09915
28 H -4.49434 0.00194 1.50340
29 C 3.76091 -1.71798 -0.99090
30 H 3.39655 -2.72183 -0.72638
31 C 5.10878 -1.40702 -0.89064
32 H 5.77923 -2.15878 -0.47514
33 C 5.54581 -0.13049 -1.28950
34 H 6.56324 0.17808 -1.06001
35 C 4.67764 0.71321 -1.96486
36 H 4.96535 1.67793 -2.37657
37 C 3.31965 0.31402 -2.15134
38 C 2.54776 0.79430 -3.21790
39 H 2.83317 1.54228 -3.94479
40 C 0.58088 -0.46328 -2.27909
41 C 0.69876 -0.02715 -4.55903
42 H 1.12204 0.37700 -5.46547
43 C -0.36010 -0.80556 -4.33852
44 H -1.07073 -1.21604 -5.03558
45 N -0.55299 -0.89934 -2.95149
46 C -1.84043 -1.28696 -2.46668
47 C -2.99576 -0.78838 -3.12575
48 C -4.24033 -1.36366 -2.83782
49 H -5.12833 -1.01281 -3.36890
50 C -4.38795 -2.40473 -1.92018
51 C -5.73339 -3.04575 -1.69243
52 H -5.96646 -3.11831 -0.62071
53 H -5.76338 -4.06525 -2.10658
54 H -6.52075 -2.45940 -2.18284
55 C -3.25229 -2.85111 -1.24533
56 H -3.33888 -3.68460 -0.54416
57 C -1.98384 -2.29307 -1.49227
58 C -0.81928 -2.84213 -0.74981
59 H 0.01024 -3.09865 -1.42270
60 H -1.12732 -3.75751 -0.22507
61 H -0.46090 -2.13397 0.01709
62 C -2.98369 0.34050 -4.10571
63 H -2.51984 0.08575 -5.06378
64 H -2.50640 1.24358 -3.70882
65 H -4.02532 0.60038 -4.34074
66 C 5.06306 0.83278 2.77250
67 C 3.71438 0.64857 2.07528
68 C 3.08553 -0.56111 2.45931
69 C 1.95313 -1.24433 1.87007
70 N 1.30884 -1.03652 0.80628
71 N 3.24004 1.51151 1.23041
72 C 1.56706 -2.40393 2.78517
73 H 5.06929 0.27805 3.71953
74 H 5.88451 0.45243 2.14305
75 H 5.24064 1.89580 2.98135
76 H 3.54141 -1.06476 3.31068
77 H 3.85496 2.32163 1.11489
78 H 2.47947 -2.90830 3.14582
79 H 1.01617 -2.01602 3.65367
80 H 0.94235 -3.13248 2.25762

**HOMO-LUMO gap**: 3.3 eV
**Charge**: -2
**E_LUMO**: 4.4 eV
**Molar mass**: 516.7 g/mol